1.
ORCA calculation (wB97M-V/def2-TZVPD) on a structure of composition C39H66AsIrN3O4S2Si6.

```
122
Properties=species:S:1:pos:R:3:forces:R:3
Ir -0.430846 -0.382624 -0.545546 0.1 -0.2 0.1
C -0.664624 1.324306 2.460997 0.0 0.0 0.0
O -0.557942 1.360047 1.039016 0.0 0.1 0.0
Si -1.658215 2.212755 0.093037 0.1 0.0 -0.2
C -3.399770 1.951990 0.756151 0.0 0.0 0.0
C -1.372181 4.052359 0.386361 0.0 -0.1 0.1
C -1.198056 1.408977 -1.546890 0.1 0.2 0.0
Si 0.080335 2.529725 -2.391764 0.0 0.0 -0.1
C 1.002900 1.863334 -3.904112 0.0 0.2 0.0
C -0.671888 4.066945 -3.227161 0.0 0.0 0.0
C 1.387767 3.239173 -1.219808 0.0 0.0 -0.1
Si -2.762927 1.256478 -2.570465 0.0 -0.1 0.0
C -2.486639 0.662329 -4.338805 0.0 -0.1 0.1
C -3.644491 2.926702 -2.797070 0.0 0.0 -0.1
C -4.100410 0.152039 -1.820603 0.0 0.1 0.0
H -1.088890 2.264262 2.826569 0.0 0.0 0.0
H 0.333812 1.188441 2.870378 0.0 0.0 0.0
H -1.315545 0.503469 2.776247 0.0 0.0 0.0
H -3.498255 2.521869 1.684051 0.0 0.0 0.0
H -3.627950 0.908061 0.954841 0.0 0.0 0.0
H -4.148213 2.339182 0.063167 0.0 0.0 0.0
H -1.961334 4.360941 1.253669 0.0 0.0 0.0
H -1.685491 4.672959 -0.450916 0.0 0.0 -0.1
H -0.327234 4.266183 0.601891 0.0 0.0 0.0
H 0.322339 1.560180 -4.700713 0.0 0.0 0.0
H 1.684740 1.046946 -3.691912 0.1 0.1 0.0
H 1.593607 2.703318 -4.284362 0.0 0.0 0.0
H -1.100412 3.815938 -4.200435 0.0 0.0 0.0
H 0.165060 4.748113 -3.410102 0.0 0.0 0.0
H -1.423108 4.611704 -2.661278 0.0 0.0 0.1
H 1.511931 2.712186 -0.273202 0.0 0.0 0.0
H 1.160075 4.283713 -1.002033 0.0 0.0 0.0
H 2.355402 3.229666 -1.731212 0.0 -0.1 0.0
H -1.904771 1.372141 -4.929089 0.0 0.0 0.0
H -3.470807 0.571855 -4.809049 0.0 0.0 0.0
H -1.995895 -0.310341 -4.401366 0.0 0.1 0.0
H -3.212619 3.522957 -3.600040 0.0 0.0 0.0
H -3.657049 3.545749 -1.897734 0.0 0.0 0.0
H -4.685283 2.719282 -3.062671 0.0 0.0 0.0
H -3.759538 -0.493967 -1.015920 0.0 0.0 0.0
H -4.524669 -0.483436 -2.598830 0.0 0.0 0.0
H -4.911698 0.776122 -1.437419 0.0 0.0 0.0
O -2.210860 -0.867153 0.571260 0.1 0.1 -0.1
C -1.622165 -1.688828 1.322509 0.1 0.0 -0.1
N -0.327450 -1.921887 1.135243 -0.5 0.0 -0.1
S 0.140596 -3.263155 1.984091 0.2 -0.1 0.1
O 1.209555 -3.020541 2.892596 0.0 0.1 0.1
O 0.255788 -4.375227 1.077205 0.0 0.0 0.0
C -1.388811 -3.399310 2.883838 0.0 0.0 0.0
C -1.721327 -4.266631 3.902792 0.0 0.0 0.0
C -3.008811 -4.168298 4.418616 0.0 0.0 0.0
C -3.917037 -3.236026 3.919257 0.0 0.0 0.0
C -3.563353 -2.370072 2.893922 0.0 0.0 0.0
C -2.277190 -2.466337 2.392636 -0.1 -0.1 0.1
H -1.007938 -4.983582 4.285482 0.0 0.0 0.0
H -3.312505 -4.825342 5.223315 0.0 0.0 0.0
H -4.911584 -3.186047 4.342845 0.0 0.0 0.0
H -4.257733 -1.641152 2.497852 0.0 0.0 0.0
C 4.299222 0.165896 -3.110187 0.0 0.0 -0.1
N 3.640965 -1.085000 -2.782445 0.0 0.0 0.0
C 4.084993 -2.328427 -3.197698 0.0 0.0 0.0
C 3.300341 -3.251039 -2.609180 0.0 0.0 0.0
N 2.409857 -2.561861 -1.821288 -0.1 0.1 0.0
C 2.585553 -1.235990 -1.950790 0.2 -0.1 0.3
S 1.819494 0.027763 -1.101975 -0.4 0.2 -0.1
H 4.419124 0.236982 -4.190717 0.0 0.0 0.0
H 5.267679 0.213589 -2.614488 0.0 0.0 0.0
H 3.681920 0.984963 -2.752138 0.0 0.0 0.0
H 4.915735 -2.433269 -3.870577 0.0 0.0 0.0
H 3.291651 -4.322021 -2.684226 0.0 0.0 0.0
H 1.663246 -2.959443 -1.262346 0.0 0.0 0.0
C -5.024992 -4.193762 -2.044052 0.0 0.0 0.0
C -4.177371 -4.382005 -0.960747 0.0 0.0 0.0
C -2.927230 -3.780108 -0.946051 0.0 0.0 0.0
C -2.499721 -2.961899 -1.994141 0.0 0.0 0.0
C -3.359748 -2.804465 -3.081406 0.0 0.0 0.0
C -4.607698 -3.411425 -3.111345 0.0 0.0 0.0
Si -0.766656 -2.196021 -1.953806 0.0 0.0 0.0
C -0.188182 -2.326593 -3.754780 0.1 -0.1 0.0
C 0.432481 -1.293026 -4.442626 0.0 0.0 0.1
C 0.931616 -1.465866 -5.728898 0.0 0.0 0.0
C 0.809812 -2.696284 -6.354538 0.0 0.0 0.0
C 0.188205 -3.746885 -5.687174 0.0 0.0 0.0
C -0.302056 -3.561924 -4.403509 0.0 0.0 0.0
H -6.000353 -4.664684 -2.061658 0.0 0.0 0.0
H -4.482527 -5.009516 -0.131545 0.0 0.0 0.0
H -2.256079 -3.982852 -0.118102 0.0 0.0 0.0
H -3.052125 -2.197366 -3.925913 0.0 0.0 0.0
H -5.257063 -3.269044 -3.967142 0.0 0.0 0.0
H -0.020749 -3.346555 -1.342815 -0.1 0.0 0.0
H 0.516166 -0.333397 -3.956471 0.0 -0.2 0.0
H 1.406445 -0.635005 -6.238322 0.0 0.0 0.0
H 1.192130 -2.839808 -7.357834 0.0 0.0 0.0
H 0.085365 -4.710529 -6.172046 0.0 0.0 0.0
H -0.783424 -4.391022 -3.895175 0.0 0.0 0.0
C 5.477529 2.531887 2.106131 0.0 0.0 0.0
Si 4.982365 0.707142 1.933090 0.0 0.0 0.0
C 5.321744 0.317970 0.101068 0.0 0.1 0.1
C 6.312419 -0.234527 2.905861 0.0 0.0 -0.1
As 2.787585 0.222298 2.364699 0.1 0.0 -0.1
Si 2.911947 -0.030992 4.638028 0.0 -0.1 0.0
C 3.747051 -1.622396 5.239573 0.0 0.0 0.1
C 3.711490 1.366149 5.644677 0.0 0.0 -0.1
C 1.125336 -0.161978 5.280987 0.0 0.0 0.1
H 6.511211 2.711849 1.792514 0.0 0.0 0.0
H 5.369582 2.856907 3.143872 0.0 0.0 0.0
H 4.812983 3.153058 1.501177 0.0 0.0 0.0
H 6.376719 0.465170 -0.153641 0.0 0.0 0.0
H 4.719758 0.997087 -0.510084 0.0 0.0 0.0
H 5.035340 -0.708390 -0.140894 0.0 0.0 0.0
H 7.306129 0.057971 2.549426 0.0 0.0 0.0
H 6.203753 -1.313635 2.783776 0.0 0.0 0.0
H 6.260802 -0.010765 3.973665 0.0 0.0 0.0
H 4.774233 -1.702733 4.881340 0.0 0.0 0.0
H 3.191355 -2.484202 4.864406 0.0 0.0 0.0
H 3.759598 -1.661582 6.335079 0.0 0.0 0.0
H 4.791824 1.394686 5.479417 0.0 0.0 0.0
H 3.538820 1.235678 6.717683 0.0 0.0 0.0
H 3.304844 2.332097 5.338266 0.0 0.0 0.0
H 0.515849 -0.758579 4.598013 0.0 0.0 0.0
H 0.663359 0.824046 5.385211 0.0 0.0 0.0
H 1.105556 -0.644857 6.263487 0.0 0.0 0.0
```
Forces are in eV/Å.

Computed properties:
**Gap between HOMO and LUMO**: 4.806 eV
**E_LUMO**: 2.009 eV
**Net charge**: -1
**Energy above the lowest of the compared OMol25 structures with the same formula, charge and spin**: 0.000 eV

***

2.
ORCA calculation (wB97M-V/def2-TZVPD) on a cluster of 16 separate species, C39H66Cl14F8N7O10S2 in total.

```
146
Properties=species:S:1:pos:R:3:forces:R:3
C -0.454270 -1.233144 1.771922 0.9 -0.2 -1.4
F -0.449514 -2.503225 2.151943 -0.3 -0.2 0.0
F -1.663288 -0.838682 1.408664 -0.3 -0.2 0.1
F -0.045980 -0.502388 2.784486 0.1 0.4 0.1
S 0.739641 -1.118517 0.253247 1.3 0.8 1.3
O 2.067595 -1.082048 0.814836 -0.8 0.2 0.0
O 0.502663 -2.236008 -0.627542 -0.9 0.8 0.4
N 0.326216 0.448641 -0.274957 -0.1 -2.4 1.5
S 0.609644 0.428704 -1.790281 0.9 -0.5 -3.7
O 1.952260 -0.006151 -2.169182 -0.5 1.1 0.6
O -0.385585 -0.241759 -2.607570 -0.5 0.9 0.4
C 0.453251 2.272628 -2.251591 0.8 -1.5 0.3
F -0.722849 2.766734 -1.912869 -0.2 0.2 0.2
F 1.430495 2.998956 -1.710567 -0.2 0.1 0.2
F 0.584961 2.324609 -3.568358 -0.1 0.1 -0.3
C 3.266807 2.288947 0.951690 0.4 0.2 -0.2
C 2.376284 2.679096 2.085909 0.1 0.0 0.8
O 2.772836 3.343517 3.036686 -0.4 0.0 -0.1
N 1.111977 2.212282 1.972826 -0.4 -0.1 -0.3
C 0.069339 2.521287 2.938255 0.5 0.3 -0.4
H 3.072554 1.261190 0.646419 0.0 0.1 -0.3
H 4.308135 2.414527 1.239532 0.0 -0.1 0.1
H 3.081386 3.005422 0.150102 0.0 -0.3 -0.3
H 0.897896 1.666960 1.143687 0.0 0.2 0.3
H -0.094726 3.600325 2.952534 0.1 0.0 0.3
H 0.401516 2.166714 3.913270 -0.3 0.2 0.2
H -0.878016 2.067370 2.653230 0.1 -0.3 0.0
C -1.821879 -6.270270 2.064212 0.1 0.2 0.6
C -2.336576 -6.427917 3.490994 0.7 -1.0 -0.7
O -2.295188 -7.530978 4.015242 -0.4 0.2 0.2
N -2.818615 -5.319831 4.081173 -0.3 0.2 0.4
C -3.494238 -5.302626 5.357056 1.1 0.6 1.1
H -0.854876 -6.764933 1.991757 0.1 0.1 0.1
H -1.728696 -5.218113 1.795060 -0.1 -0.1 -0.3
H -2.489277 -6.823398 1.405613 -0.1 0.2 -0.1
H -2.594498 -4.409156 3.715765 -0.1 -0.2 -0.3
H -4.557761 -5.088359 5.285382 -0.1 -0.3 -0.1
H -3.023446 -4.521132 5.966069 -0.3 0.4 -0.2
H -3.244425 -6.149740 5.994207 -0.4 -0.6 -0.7
C 1.213020 -0.069762 9.465410 -0.2 0.3 0.0
C 1.181475 -0.575017 8.047208 1.0 -0.3 -0.5
O 2.191766 -1.042052 7.529630 0.0 -0.2 0.3
N 0.027397 -0.527316 7.363690 -1.4 -0.1 0.4
C -0.260545 -1.229310 6.133539 0.2 0.1 -0.7
H 2.142503 0.463303 9.650990 0.0 0.1 -0.2
H 1.211945 -0.918182 10.149576 -0.2 -0.1 -0.1
H 0.364372 0.579044 9.684088 0.0 0.0 0.1
H -0.750968 0.006317 7.714022 0.2 -0.1 0.4
H -1.231084 -1.728473 6.108156 -0.2 0.3 0.6
H 0.449934 -2.033705 5.953191 0.3 0.3 -0.1
H -0.271379 -0.496233 5.325224 0.2 -0.3 -0.3
C 2.959166 -1.096372 3.700816 -0.3 -0.3 0.1
C 3.300067 -2.529495 4.065457 0.7 0.4 0.6
O 3.832723 -3.303336 3.280714 -0.3 0.0 0.2
N 3.084745 -2.860856 5.360322 -0.4 -0.3 0.5
C 3.463444 -4.134938 5.936435 0.2 -0.2 -0.3
H 3.193234 -0.956994 2.649340 0.1 0.2 0.3
H 3.471175 -0.390785 4.354080 0.2 0.0 -0.1
H 1.893992 -0.904218 3.849556 0.1 -0.1 0.0
H 2.760148 -2.184137 6.042573 0.0 0.3 -0.4
H 4.398042 -4.048138 6.494731 0.0 0.0 0.1
H 3.612561 -4.869502 5.147806 0.0 0.1 -0.1
H 2.689469 -4.517180 6.601963 -0.1 0.2 0.0
C -1.755870 9.625092 -2.167636 0.2 -0.2 -1.0
C -2.335263 8.250590 -1.962966 -1.4 0.0 0.1
O -3.475138 8.098590 -1.540555 0.4 0.0 0.1
N -1.573765 7.194121 -2.317303 1.0 0.0 0.2
C -1.974352 5.819500 -2.138049 -0.6 -0.6 -0.5
H -2.226571 10.323138 -1.483869 0.4 -0.1 0.3
H -2.018307 9.985435 -3.167743 -0.2 -0.2 0.0
H -0.666125 9.578552 -2.189887 0.0 0.4 0.6
H -0.716046 7.389291 -2.804477 0.1 -0.1 0.2
H -2.891415 5.639175 -2.702697 0.0 -0.1 0.0
H -2.171842 5.472077 -1.124479 0.1 0.7 0.3
H -1.215043 5.129422 -2.503215 0.1 0.3 -0.3
C 2.389074 -4.366841 -3.688653 0.1 -0.2 -0.7
C 0.909329 -4.344011 -4.089781 0.7 -0.9 0.6
O 0.420906 -5.182069 -4.849150 0.4 0.5 0.0
N 0.168095 -3.433646 -3.478585 -1.2 1.1 0.2
C -1.250252 -3.300335 -3.750705 -0.3 0.0 0.2
H 2.618986 -4.743113 -2.692870 -0.5 -0.6 -0.1
H 2.922536 -3.414197 -3.666293 -0.5 0.2 -0.4
H 2.793121 -4.991805 -4.485382 0.6 -0.1 0.4
H 0.555393 -2.784708 -2.811685 0.2 -0.1 -0.1
H -1.797777 -4.179201 -3.408194 0.0 -0.1 0.0
H -1.508939 -3.160078 -4.800049 0.4 -0.1 -0.2
H -1.637685 -2.437960 -3.215697 0.2 0.0 0.0
C 3.136578 -0.452795 -5.408540 -0.9 0.3 -0.3
Cl 4.842634 -0.575265 -5.809206 0.2 0.0 0.3
Cl 2.250766 -1.919974 -5.875624 0.0 0.3 -0.2
H 2.907326 -0.254556 -4.363620 0.6 -0.2 0.1
H 2.737177 0.382136 -5.978333 0.0 -0.1 -0.1
C -2.777952 1.407806 -4.769282 0.7 -0.1 0.8
Cl -4.206762 0.528739 -4.201069 0.2 0.0 -0.3
Cl -3.001885 3.142908 -4.714531 -0.4 0.7 -0.2
H -1.973645 1.244305 -4.056648 -0.1 -0.5 -0.1
H -2.442328 1.127120 -5.760598 -0.4 -0.2 0.0
C 5.373671 -0.296533 -1.841594 -0.4 0.8 0.4
Cl 6.598161 -0.800677 -0.681778 0.3 -0.1 -0.2
Cl 5.842967 1.156915 -2.756421 0.2 0.0 -0.1
H 5.121876 -1.075740 -2.550542 0.1 -0.1 0.1
H 4.535854 0.040098 -1.241391 -0.3 -0.4 -0.2
C -2.718373 1.854440 0.052846 0.0 -0.3 -0.4
Cl -3.654226 1.492556 1.515407 0.2 0.1 0.1
Cl -3.628253 2.925631 -1.007720 -0.1 0.2 -0.1
H -1.748780 2.290409 0.270695 -0.2 0.1 0.4
H -2.550928 0.930596 -0.494497 -0.1 -0.1 0.1
C -4.395791 -2.090541 2.637921 -0.5 -1.1 0.4
Cl -5.512200 -3.493451 2.808811 0.2 0.2 -0.1
Cl -3.302036 -2.051095 4.050738 -0.1 0.4 -0.3
H -3.814818 -2.267213 1.740115 0.0 0.3 0.0
H -5.051939 -1.230582 2.631426 0.4 0.3 -0.1
C 1.474311 6.190634 -0.619763 -0.6 -1.2 0.1
Cl 0.410538 5.565713 0.672985 0.0 0.1 0.0
Cl 1.906330 7.853863 -0.375647 0.2 0.4 -0.1
H 2.332408 5.526689 -0.624538 0.2 0.3 0.0
H 0.910401 6.056328 -1.537261 0.1 0.3 -0.1
C 4.017542 -4.063902 0.680488 0.1 1.1 0.3
Cl 4.357964 -3.403796 -0.947574 -0.2 -0.4 0.2
Cl 4.106995 -5.810247 0.792212 0.0 -0.1 -0.2
H 4.718540 -3.606057 1.373187 0.1 -0.4 -0.3
H 3.050572 -3.694149 1.009230 -0.1 -0.3 -0.4
F -0.097033 2.116213 -6.374979 0.1 -0.2 0.0
C 0.181131 3.377786 -6.721831 0.4 1.1 -0.6
C 0.709583 3.683041 -7.972176 -0.1 -0.2 0.3
C 0.927728 5.017250 -8.286884 -0.3 0.4 -0.1
C 0.607835 6.048765 -7.408805 -0.1 -0.2 0.4
C 0.089402 5.735181 -6.146283 0.8 0.0 -1.2
C -0.063157 4.402296 -5.824223 -0.5 -0.3 1.1
H 0.980112 2.926998 -8.696332 -0.2 -0.2 0.1
H 1.272949 5.247591 -9.286408 0.2 0.1 0.1
H 0.792177 7.084123 -7.660393 -0.1 0.0 -0.2
H -0.128654 6.534679 -5.453055 -0.1 -0.1 0.2
H -0.397163 4.151993 -4.827475 -0.2 -0.2 -0.1
F -6.416711 -1.964610 -1.095295 -0.1 0.2 0.1
C -5.192406 -2.497629 -0.963515 1.0 -0.3 -0.3
C -4.062509 -1.694166 -1.016598 0.3 0.9 0.1
C -2.796954 -2.252323 -0.953167 -0.3 -1.4 0.3
C -2.663744 -3.643611 -0.807180 -0.1 0.7 -0.1
C -3.793097 -4.442363 -0.720744 -0.1 0.4 -0.1
C -5.066629 -3.862812 -0.832209 0.0 -0.3 0.3
H -4.117575 -0.613547 -1.081260 -0.4 0.0 -0.2
H -1.873859 -1.694929 -0.991982 -0.3 0.4 -0.2
H -1.655427 -4.037288 -0.822946 -0.1 -0.3 0.2
H -3.661347 -5.505263 -0.575478 -0.2 -0.1 -0.1
H -5.989315 -4.426936 -0.788100 0.1 -0.3 0.0
```
Forces are in eV/Å.

Computed properties:
**Gap between HOMO and LUMO**: 8.728 eV
**E_LUMO**: 1.562 eV
**Net charge**: -1